A:
{"formula": "C4H6N2O2", "method": "ωB97M-V/def2-TZVPD", "species": ["N", "N", "C", "O", "O", "C", "C", "C", "H", "H", "H", "H", "H", "H"], "xyz": [[2.291, -1.393, 0.027], [1.286, -0.471, 0.177], [1.680, 0.832, 0.060], [2.827, 1.092, -0.227], [0.808, 1.768, 0.240], [-0.567, 1.531, 0.076], [-1.077, 0.237, -0.531], [-1.374, 0.431, 0.722], [2.895, -1.215, -0.747], [1.763, -2.198, -0.145], [0.362, -0.992, -0.136], [-0.916, 2.556, -0.145], [-0.889, -0.487, -1.362], [-1.763, 0.050, 1.642]], "gap_ev": 9.125, "e_homo_ev": -8.65, "total_charge": 0, "molar_mass_g_mol": 114.10, "multiplicity": 1}

B:
{"formula": "C4H6N2O2", "method": "ωB97M-V/def2-TZVPD", "species": ["O", "C", "O", "C", "N", "N", "C", "C", "H", "H", "H", "H", "H", "H"], "xyz": [[-2.071, -1.018, -0.693], [-1.743, -0.030, 0.054], [-2.270, 1.265, 0.001], [-0.697, -0.417, 0.863], [0.609, -0.609, 0.662], [1.276, 0.219, -0.318], [2.341, 0.915, 0.084], [2.536, -0.515, -0.494], [-2.714, 1.339, -0.986], [-1.155, -1.071, 1.534], [2.495, 0.882, 1.168], [2.793, 1.931, -0.403], [2.620, -1.358, 0.439], [2.862, -0.681, -1.667]], "gap_ev": 9.299, "e_homo_ev": -9.06, "total_charge": 0, "molar_mass_g_mol": 114.10, "multiplicity": 1}

The winner here is A, beating the second structure by 108.2 kJ/mol.

A:
{"formula": "C4H6N2O2", "method": "ωB97M-V/def2-TZVPD", "species": ["C", "C", "N", "C", "O", "O", "C", "N", "H", "H", "H", "H", "H", "H"], "xyz": [[2.012, -1.404, -0.060], [0.750, -0.616, 0.137], [-0.567, -1.249, 0.076], [-1.305, -0.204, 0.005], [-2.647, -0.193, -0.069], [-0.712, 1.014, -0.037], [0.617, 0.686, 0.043], [1.475, 1.744, -0.039], [2.615, -1.513, 0.876], [2.610, -1.091, -0.943], [1.621, -2.387, -0.352], [-2.916, 0.724, 0.112], [2.210, 1.553, -0.696], [1.930, 1.903, 0.846]], "gap_ev": 9.355, "e_homo_ev": -8.70, "total_charge": 0, "molar_mass_g_mol": 114.10, "multiplicity": 1}

B:
{"formula": "C4H6N2O2", "method": "ωB97M-V/def2-TZVPD", "species": ["C", "C", "C", "C", "N", "N", "O", "O", "H", "H", "H", "H", "H", "H"], "xyz": [[2.270, -0.510, 0.054], [1.018, -1.014, 0.168], [0.921, 1.122, -0.288], [-1.685, 0.049, 0.273], [2.218, 0.833, -0.303], [0.164, 0.057, 0.019], [-2.065, -0.869, -0.707], [-2.078, 1.304, 0.201], [3.116, -1.135, 0.204], [0.481, -1.894, 0.311], [0.806, 2.182, -0.481], [-1.683, -0.206, 1.363], [-1.858, -1.664, -0.313], [-1.625, 1.745, -0.502]], "gap_ev": 9.042, "e_homo_ev": -8.62, "total_charge": 0, "molar_mass_g_mol": 114.10, "multiplicity": 1}

The winner here is A, beating the second structure by 167.1 kJ/mol.

A:
{"formula": "C2H8S2", "method": "ωB97M-V/def2-TZVPD", "species": ["C", "S", "H", "H", "H", "H", "C", "S", "H", "H", "H", "H"], "xyz": [[2.763, -2.194, -1.822], [4.253, -1.727, -0.815], [1.918, -1.503, -1.663], [2.402, -3.227, -1.691], [3.124, -2.076, -2.858], [4.241, -0.426, -1.178], [-2.791, 2.193, 1.785], [-3.645, 1.123, 0.620], [-1.928, 2.658, 1.279], [-2.424, 1.624, 2.655], [-3.461, 2.992, 2.144], [-4.453, 0.563, 1.544]], "gap_ev": 9.861, "e_homo_ev": -9.04, "total_charge": 0, "molar_mass_g_mol": 96.22, "multiplicity": 1}

B:
{"formula": "C2H8S2", "method": "ωB97M-V/def2-TZVPD", "species": ["C", "S", "H", "H", "H", "H", "C", "S", "H", "H", "H", "H"], "xyz": [[-1.149, -1.339, 0.510], [-1.927, -1.584, 2.188], [-1.411, -0.411, 0.013], [-1.513, -2.156, -0.102], [-0.084, -1.379, 0.707], [-1.532, -2.875, 2.280], [1.521, 1.318, -1.173], [1.172, 2.860, -0.218], [2.372, 1.552, -1.814], [0.795, 0.926, -1.878], [1.848, 0.588, -0.446], [-0.091, 2.500, -0.068]], "gap_ev": 9.841, "e_homo_ev": -9.14, "total_charge": 0, "molar_mass_g_mol": 96.22, "multiplicity": 1}

The winner here is A, beating the second structure by 12.0 kJ/mol.

A:
{"formula": "C11H14N2O2", "method": "ωB97M-V/def2-TZVPD", "species": ["C", "O", "C", "C", "C", "C", "C", "C", "O", "C", "C", "N", "C", "C", "N", "H", "H", "H", "H", "H", "H", "H", "H", "H", "H", "H", "H", "H", "H"], "xyz": [[0.378, -0.076, 2.562], [0.396, -1.353, 1.843], [-0.904, -1.575, 1.275], [-1.637, -2.725, 1.590], [-2.821, -2.932, 0.847], [-3.218, -2.179, -0.178], [-2.342, -1.277, -0.704], [-1.201, -0.932, 0.079], [-0.632, 0.123, -0.372], [0.602, -0.290, -1.073], [1.417, 0.910, -1.235], [2.223, 0.966, -2.155], [2.891, 2.315, -1.970], [1.943, 3.210, -0.943], [1.185, 2.034, -0.408], [0.247, 0.822, 1.844], [-0.492, -0.017, 3.383], [1.237, -0.143, 3.318], [-1.408, -3.393, 2.424], [-3.666, -3.568, 1.091], [-4.130, -2.422, -0.738], [-2.548, -0.558, -1.501], [0.497, -0.792, -2.063], [1.132, -1.045, -0.287], [3.908, 2.326, -1.618], [2.748, 2.676, -3.053], [2.726, 3.696, -0.304], [1.199, 3.958, -1.443], [0.271, 2.241, -0.215]], "gap_ev": 9.615, "e_homo_ev": -8.81, "total_charge": 0, "molar_mass_g_mol": 206.24, "multiplicity": 1}

B:
{"formula": "C11H14N2O2", "method": "ωB97M-V/def2-TZVPD", "species": ["C", "C", "C", "C", "C", "C", "C", "C", "C", "C", "C", "N", "N", "O", "O", "H", "H", "H", "H", "H", "H", "H", "H", "H", "H", "H", "H", "H", "H"], "xyz": [[-0.853, 0.512, -0.569], [0.331, 1.280, -0.128], [-0.534, -0.654, -1.148], [-3.028, -0.006, -1.266], [-2.263, 0.896, -0.588], [-2.623, -1.330, -1.745], [0.289, 2.744, 0.007], [-2.745, 2.210, -0.086], [1.775, -2.897, -0.886], [0.857, -1.923, 1.306], [1.807, -1.775, 0.155], [1.428, 0.655, -0.095], [1.584, -0.537, -0.583], [-3.402, -2.133, -2.165], [-1.284, -1.635, -1.623], [-4.195, 0.117, -1.317], [-0.497, 3.080, -0.747], [0.032, 3.129, 1.094], [1.146, 3.264, -0.272], [-2.505, 3.000, -0.962], [-2.212, 2.482, 0.745], [-3.782, 2.040, 0.071], [2.190, -2.608, -1.906], [0.775, -3.346, -1.065], [2.490, -3.655, -0.573], [-0.175, -1.698, 1.030], [1.026, -1.122, 2.094], [1.208, -2.812, 1.798], [2.920, -1.724, 0.384]], "gap_ev": 8.449, "e_homo_ev": -8.28, "total_charge": 0, "molar_mass_g_mol": 206.25, "multiplicity": 1}

The winner here is A, beating the second structure by 122.6 kJ/mol.